Entry 1:
40
Properties=species:S:1:pos:R:3 method="wB97M-V/def2-TZVPD" lumo_ev=-0.28 charge=0 de_lowest_ev=0.562 homo_energy_ev=-8.4 e_tot_ev=-30346.3194 smiles=Cn1cc(-c2cnc3nnn(Cc4ccc5c(c4)CCO5)c3n2)cn1
O -1.969 -3.034 -4.995
N 0.644 0.751 1.627
N 1.816 -2.441 0.241
N 0.797 -1.639 0.631
N -0.233 4.159 3.803
N 3.023 -1.849 0.413
N 3.485 0.293 1.392
N 0.988 4.735 3.627
C 2.953 1.433 1.861
C -0.632 -2.053 0.494
C -0.203 2.906 3.183
C -0.615 -2.113 -3.444
C -0.330 -1.672 -2.105
C 2.669 -0.573 0.924
C 1.218 -0.366 1.106
C -1.000 -2.323 -1.024
C -1.264 4.557 4.794
C 1.536 1.568 2.015
C -2.060 -3.202 -1.300
C 0.018 -1.515 -4.667
C 1.104 2.753 2.715
C 1.796 3.997 2.972
C -2.420 -3.540 -2.628
C -1.170 -1.936 -5.639
C -1.650 -2.968 -3.657
H 0.514 -1.072 -1.958
H 3.542 2.251 2.122
H -0.876 5.033 5.681
H -3.309 -4.109 -2.918
H 0.995 -1.962 -4.967
H -1.838 -1.080 -5.763
H 0.262 -0.426 -4.613
H -2.534 -3.503 -0.381
H -0.897 -2.188 -6.684
H -1.432 -1.399 1.008
H -1.870 3.710 4.985
H 2.748 4.207 2.627
H -1.115 2.313 3.122
H -0.752 -2.932 1.184
H -1.939 5.229 4.219

=====

Entry 2:
22
Properties=species:S:1:pos:R:3 method="wB97M-V/def2-TZVPD" lumo_ev=3.22 charge=-1 de_lowest_ev=1.168 homo_energy_ev=-6.3 e_tot_ev=-84605.6594
Br 0.120 0.464 -0.751
O 1.284 3.314 -1.887
O 1.186 -0.538 2.339
O 2.981 1.410 0.329
O -2.247 -1.799 -1.408
O -0.972 -1.830 1.350
O -2.355 1.781 1.177
O 0.251 -2.988 -1.584
H -0.076 -2.221 -1.186
H -0.128 -2.987 -2.494
H 2.123 3.333 -1.480
H 0.936 2.514 -1.542
H 0.409 -1.019 2.049
H 3.468 0.899 -0.353
H -2.018 1.391 1.982
H -1.271 -1.391 2.159
H -0.891 -1.190 0.677
H -2.761 -1.406 -0.695
H -1.625 -1.097 -1.568
H 1.065 0.383 2.073
H -1.527 1.737 0.553
H 2.050 1.241 0.260

=====

Entry 3:
18
Properties=species:S:1:pos:R:3 method="wB97M-V/def2-TZVPD" lumo_ev=3.81 charge=-1 de_lowest_ev=0.000 homo_energy_ev=-2.4 e_tot_ev=-17235.1666
S -1.002 1.765 -0.303
C 0.264 1.691 -1.605
C 0.114 -1.773 1.345
C 0.490 -0.666 3.479
C 0.035 -0.611 2.228
C -0.326 1.399 -2.986
C -0.361 -1.832 0.108
H -1.226 2.002 -3.126
H 0.948 0.877 -1.341
H 0.926 -1.586 3.860
H -0.412 0.303 1.831
H -0.810 -0.968 -0.375
H 0.851 2.611 -1.667
H -0.272 -2.742 -0.477
H 0.365 1.653 -3.802
H 0.595 -2.654 1.774
H -0.627 0.354 -3.096
H 0.449 0.179 4.153

=====

Entry 4:
15
Properties=species:S:1:pos:R:3 method="wB97M-V/def2-TZVPD" lumo_ev=0.86 charge=0 de_lowest_ev=0.928 homo_energy_ev=-10.6 e_tot_ev=-30358.9538 smiles=CC1(C(Cl)Cl)CC1
Cl 2.055 1.691 -0.086
Cl 2.551 -1.253 -0.167
C -0.059 -0.122 1.547
C 1.407 0.080 -0.561
C 0.022 -0.039 0.026
C -1.030 0.717 -0.704
C -1.016 -0.769 -0.749
H 1.392 0.172 -1.613
H -0.877 -0.696 1.886
H -1.805 -1.359 -0.213
H -0.762 -1.260 -1.692
H -1.761 1.221 -0.076
H -0.793 1.306 -1.606
H 0.822 -0.575 1.964
H -0.146 0.887 2.046

=====

Entry 5:
14
Properties=species:S:1:pos:R:3 method="wB97M-V/def2-TZVPD" lumo_ev=0.14 charge=0 de_lowest_ev=4.236 homo_energy_ev=-8.8 e_tot_ev=-11316.8057 smiles="C=CNC(=O)NC=O"
O 0.919 1.777 -0.724
O -1.246 -1.939 -0.679
N -0.765 0.212 -0.718
N 0.862 -1.056 0.261
C -0.413 -1.065 -0.358
C -0.113 1.257 -1.049
C -0.146 0.764 1.741
C 1.054 -0.138 1.434
H 2.041 0.061 1.687
H -1.795 0.318 -0.959
H -0.903 1.781 -1.526
H -0.118 1.311 2.757
H 1.490 -1.746 0.446
H -1.061 0.568 1.413

=====

Entry 6:
56
Properties=species:S:1:pos:R:3 method="wB97M-V/def2-TZVPD" lumo_ev=-0.15 charge=0 de_lowest_ev=4.053 homo_energy_ev=-9.4 e_tot_ev=-34457.5636
O 2.368 3.229 -0.345
O -1.471 2.119 1.999
O -3.804 -2.464 -0.540
O -2.873 2.774 -0.629
O -0.575 4.036 0.538
O -2.468 0.224 0.450
O -0.149 2.562 -1.869
O 0.777 0.329 0.528
O -1.547 -2.413 0.978
O 2.182 0.277 -3.213
O 4.155 0.568 -0.795
O 0.589 2.463 3.925
O -0.166 0.018 4.661
C 1.967 -2.995 0.796
C 1.748 -2.580 -0.633
C -0.543 -1.890 -2.705
C 0.855 -3.353 -1.238
C 0.405 -3.044 -2.700
C 1.275 -2.644 1.874
C -1.721 -1.835 -3.306
H 2.496 -0.439 -2.643
H -0.446 0.517 3.880
H -3.048 -0.461 0.084
H -0.010 -4.012 -2.967
H 2.508 2.401 -0.812
H -2.526 -2.531 -3.535
H 1.403 -3.180 2.810
H 0.397 -0.606 4.185
H -0.034 1.619 -1.693
H 0.676 2.798 -2.309
H -2.212 2.341 2.576
H 0.115 2.322 3.100
H -1.839 -1.516 0.781
H 1.323 -2.809 -3.228
H 1.212 1.175 0.669
H 0.732 -1.724 1.959
H 2.319 -1.783 -1.092
H 0.066 3.514 0.042
H -1.710 -2.304 1.920
H 4.782 0.338 -0.106
H -1.853 1.369 1.494
H 4.664 0.654 -1.608
H -2.198 -0.878 -3.493
H -0.337 3.944 1.459
H -2.474 0.968 -0.181
H 2.701 -3.800 0.863
H 0.081 2.114 4.656
H -1.972 2.775 -0.260
H -2.904 -2.806 -0.544
H -3.114 3.676 -0.395
H 0.304 -4.189 -0.836
H 1.431 -0.371 0.454
H 2.875 3.190 0.470
H -4.214 -2.683 0.298
H -0.151 -1.022 -2.185
H 1.596 0.672 -2.559